Formula: C64H170N14O18
Source: the OMol25 dataset
Level of theory: ωB97M-V/def2-TZVPD

LUMO energy: 0.597 eV
relative energy (zero: lowest compared OMol25 entry of this formula, charge and spin): 3.099 eV
E_HOMO: -8.38 eV
charge: 0
HOMO-LUMO gap: 8.98 eV
electronic energy: -126826.3461 eV

Structure (XYZ):
```
266
Properties=species:S:1:pos:R:3:forces:R:3
H 2.398 1.788 -1.598 0.8 -0.7 0.9
C 4.154 -3.010 -3.981 0.2 1.4 1.2
C 0.534 -1.627 6.527 0.4 -0.5 0.4
H -6.846 4.025 2.615 0.2 0.0 0.0
C 2.784 -4.774 3.836 0.8 -0.5 0.2
H 4.911 -0.234 -4.031 0.0 0.6 -0.7
H -3.168 2.217 -4.687 0.1 -0.1 0.2
H 6.446 1.337 0.072 -0.2 -0.3 0.7
N -0.149 7.711 3.302 0.6 1.4 0.5
C 0.303 -3.629 -6.004 -0.1 -1.2 -0.9
H 2.919 -6.125 10.708 0.4 0.0 0.0
O 1.043 -4.825 -0.931 0.5 1.8 -0.5
H -1.966 7.529 4.416 -0.7 0.3 -0.6
C -1.199 0.615 0.690 -0.8 0.8 -0.4
H 1.769 0.969 -7.322 -0.2 -0.4 -0.1
N 1.828 1.751 -6.690 -1.5 0.4 0.0
H 4.318 -7.265 7.328 0.2 -0.3 0.0
H -1.095 -2.139 3.453 1.4 1.0 0.4
H 1.580 -2.994 -1.803 -0.2 0.3 0.1
C 3.874 -1.208 3.842 2.0 -0.4 -1.6
C -8.422 0.706 -0.750 -0.3 -0.6 -1.6
H -0.932 1.847 4.643 0.3 1.0 -0.8
O -0.313 0.563 -1.558 -0.7 1.0 -0.6
C -1.566 -4.555 -1.752 -0.4 1.2 1.3
H -0.107 9.659 4.240 -0.1 -0.6 0.2
N 0.622 -2.678 7.552 -0.4 0.8 0.7
C 2.584 -4.571 -9.071 0.2 0.3 1.7
H 3.180 4.973 1.838 0.4 -0.1 0.2
H -2.983 -4.261 4.292 -0.7 -0.1 0.6
H -2.644 0.484 -3.109 0.4 0.1 0.1
O 1.125 3.978 -4.808 0.2 0.0 -1.5
H -0.043 5.174 4.298 -0.1 0.3 -0.4
H -5.241 -2.367 0.355 1.1 0.6 1.6
H -9.449 0.650 -0.357 0.4 0.0 -0.3
O -4.526 0.937 -3.711 -0.6 1.2 -1.0
H -5.846 0.051 -0.677 -0.9 -0.5 -0.5
H 4.394 -4.976 -4.720 -0.1 -0.2 0.1
H 0.320 -4.253 9.479 0.3 -0.5 -0.6
H -0.245 -0.797 2.118 -0.1 1.0 -0.6
H -0.660 -1.299 -2.250 -0.2 -0.3 0.1
H 1.784 -3.072 4.284 0.3 0.8 0.1
H -2.270 3.673 1.775 0.7 0.5 0.7
H 1.774 4.975 -3.084 0.5 -0.2 -2.0
H -3.589 -2.937 -6.122 -0.2 0.0 0.1
H -0.573 7.346 5.346 0.2 -0.3 -0.6
N -1.148 -2.176 -2.446 0.1 0.7 1.1
H -0.639 2.057 -5.589 -0.2 0.0 0.0
C 6.414 -1.936 0.640 -2.3 -0.8 -0.3
H 3.923 -4.417 5.428 1.0 0.6 0.3
C -1.601 3.924 2.638 -1.0 0.9 0.4
H 4.629 -5.854 -8.560 0.7 -0.1 0.4
H -6.838 2.400 2.627 0.4 -0.2 -0.2
H -5.519 2.362 0.060 0.3 1.0 0.7
C 1.223 12.162 1.936 1.5 0.5 -1.1
H 0.700 4.878 -6.629 -0.9 1.1 -0.3
H 0.819 -4.068 -2.963 0.1 -0.6 0.4
H -3.214 0.503 0.470 0.0 -0.3 -0.5
H -1.217 1.782 6.399 0.2 0.2 0.0
H 3.075 3.533 -0.262 0.1 0.7 -0.6
H 6.239 -5.184 -6.476 0.0 -0.5 -0.7
O 2.331 -4.266 10.102 0.1 0.6 -1.5
H -1.462 2.188 -0.920 -0.2 -0.5 0.3
H 0.918 0.289 1.320 -0.5 0.1 -0.3
O 3.684 -4.079 -8.301 -0.4 -0.9 0.1
C 2.688 1.025 -0.821 0.0 1.4 0.3
N 6.589 0.456 0.574 0.0 -0.2 -0.8
H 0.712 2.097 -2.438 -0.4 0.3 -0.3
H -7.839 1.377 -0.141 0.5 0.1 0.6
N -6.006 -2.653 -0.170 -1.9 -1.5 -0.3
H -2.317 1.036 5.267 -0.5 -0.4 -0.1
N 3.097 -4.938 5.264 -1.4 0.1 -1.1
H -0.164 -0.973 -5.370 0.0 0.2 -0.6
C 0.549 4.746 -0.361 -0.2 -0.2 0.6
C 3.876 -0.585 -4.062 0.6 -0.6 1.1
H 3.434 -3.153 -3.164 -0.1 -0.4 -0.2
C -6.763 -2.799 -2.436 -0.4 -1.5 -1.3
C 3.364 -6.300 5.610 1.5 -0.5 -0.4
H 2.280 4.315 -6.460 1.0 -0.3 -0.5
H 0.856 -3.562 0.819 -0.5 -0.1 0.0
H -4.798 5.274 -4.942 -0.8 0.8 0.3
H -1.552 -1.041 6.747 -0.7 -0.4 0.0
H 2.425 1.379 0.200 0.4 0.5 -0.4
H -1.346 9.509 2.922 2.0 -0.5 0.7
C -5.021 3.248 2.027 0.8 -2.3 0.5
H 0.575 -1.516 9.227 0.6 -0.4 0.4
H 6.305 0.460 1.544 -0.1 0.6 0.0
H -4.904 3.347 -2.398 0.7 -0.1 -0.6
C -1.038 5.645 4.131 0.9 -0.9 -0.6
H -5.122 1.068 2.099 1.7 1.2 0.4
C -0.586 -0.590 6.631 2.2 -0.3 0.6
C -0.044 -0.223 1.171 -0.2 -1.5 1.4
H 3.977 -0.191 0.865 0.0 -0.1 1.2
N -2.441 -0.153 0.414 0.8 -0.6 -0.4
H 2.009 6.207 -0.107 0.4 0.6 0.4
H -2.475 -2.958 5.485 0.0 -0.2 0.4
C 1.517 -4.262 0.341 1.4 1.1 -3.2
O 3.795 -2.590 3.662 -0.5 -1.3 0.0
H 2.861 5.151 -4.616 -0.7 -0.2 0.5
H 0.294 -6.051 2.463 -0.1 0.5 -0.7
H 3.911 4.926 -0.422 -0.5 -0.2 -0.3
C -1.874 -3.551 2.181 0.4 -0.5 -0.3
H -0.688 -2.796 -0.566 0.0 -1.1 -1.0
H 0.045 -1.032 0.475 0.7 -0.4 -0.7
H 6.021 -2.902 0.140 0.5 1.5 0.9
H 2.215 -3.726 -9.623 -0.5 0.3 -0.1
C -0.644 -3.259 -1.604 -0.6 -0.3 -0.3
H -4.405 1.472 -5.749 0.3 0.3 0.8
C -0.586 2.308 -6.646 0.3 0.2 -0.4
O -3.970 3.668 -0.094 1.4 0.4 -1.1
H 3.470 -0.580 3.060 -0.5 -0.1 -0.7
C 0.264 -2.361 -6.866 1.9 -2.0 -1.0
C -2.812 -2.378 -6.624 0.6 0.2 -0.7
H -6.133 3.028 -4.971 0.5 -0.3 -0.6
C -4.458 4.331 -5.283 0.8 -0.3 -0.8
N -5.510 3.597 -3.177 -0.4 -0.7 0.0
C -5.160 3.347 0.518 -1.7 -0.6 -0.4
O 4.067 0.685 -0.894 -0.9 1.2 -1.5
C 2.072 -5.456 10.762 -1.0 -0.8 0.4
H -0.926 1.468 -7.274 0.5 0.2 0.3
C 5.592 -4.473 -7.010 0.1 -1.3 0.6
C 2.233 3.030 3.068 -1.2 1.0 0.1
H 1.461 11.901 0.876 -0.2 0.1 0.4
H 3.771 -1.336 -0.433 0.6 0.9 0.0
H -1.937 -2.997 1.271 -0.3 0.8 -0.7
H 0.765 13.180 1.891 0.6 -0.7 0.5
H -0.732 -3.986 -5.740 1.1 0.3 -0.3
H 3.867 -6.876 4.782 0.1 0.5 0.7
H 0.552 9.431 1.350 0.4 1.1 0.1
H -0.612 3.519 2.494 0.4 -0.3 -0.1
H 3.123 0.031 -4.527 0.2 0.7 -0.2
H 2.218 12.073 2.475 -0.9 0.7 -0.4
H 3.492 -0.870 4.739 -1.0 0.6 2.2
H -3.790 5.100 -1.664 -0.4 -0.1 1.1
H -6.910 -2.631 0.283 0.3 0.2 0.3
H 1.945 -1.551 -6.037 -0.2 0.1 -1.1
O -0.619 -4.202 2.130 0.1 -1.3 0.6
H 6.223 -5.577 8.659 0.2 -1.0 0.8
H 0.847 -3.407 -5.099 0.1 0.0 0.5
C -4.218 1.912 -4.724 -1.2 -0.4 -0.2
H -7.807 -2.798 -2.170 -0.5 -0.2 0.1
H -6.714 -2.383 -3.482 0.3 -0.5 1.0
C 2.546 -3.313 3.533 0.8 0.2 1.7
H 0.665 -3.264 10.804 0.5 0.1 -0.1
H -8.377 1.115 -1.795 -0.5 0.1 0.8
C -5.115 3.179 -4.592 -0.9 -0.3 2.3
H 3.076 -4.041 -5.361 -0.2 0.1 -1.2
H -1.099 -6.119 1.329 0.1 0.3 0.0
H -2.659 -4.281 2.188 -0.7 -0.5 -0.1
C 0.697 9.913 2.349 -0.1 -0.4 0.1
H 6.284 -0.631 -1.145 -0.6 -0.3 0.6
H -2.405 -0.655 -0.508 -0.1 0.9 1.1
C -1.273 1.252 5.445 -0.1 -0.1 0.2
H 2.936 -5.305 -9.769 0.0 -0.7 -0.5
H -6.591 -0.083 -2.296 0.3 0.5 -1.0
C -0.248 9.185 3.262 -2.6 0.2 0.0
O 1.750 3.450 1.784 1.2 0.3 0.7
H 0.397 0.732 -3.523 -0.7 0.6 0.8
H -2.757 5.308 -0.237 0.2 0.0 0.1
H 0.282 -2.177 5.623 0.2 0.0 -0.3
C -4.342 1.885 2.416 -2.2 -0.3 -0.7
H -1.662 -4.933 -2.768 0.3 0.3 -0.3
N 1.588 -1.644 -7.021 -0.7 -0.8 1.4
H 0.534 4.701 -1.461 -0.3 0.6 0.4
H -3.157 -0.467 -4.515 -0.5 0.3 0.6
C 4.098 -6.280 6.935 -0.3 1.3 0.4
O -7.902 -0.614 -0.841 1.4 0.3 0.4
H 3.289 3.200 3.204 0.5 0.2 -0.2
H 1.541 -1.147 6.374 -0.9 0.1 0.0
H -3.986 -2.122 3.701 0.4 0.1 -0.5
N -3.122 -1.766 3.295 -0.1 0.7 -0.4
C -1.994 -2.672 3.383 -2.1 -0.8 0.9
H -0.983 1.890 -3.090 0.6 -0.3 0.3
C 1.218 -2.347 8.879 -0.2 -0.9 -0.5
H -6.359 3.082 -2.908 0.4 0.3 -0.5
H -2.357 -3.010 -7.398 -0.1 -0.2 0.1
H 3.378 -5.764 7.611 0.3 -0.4 0.0
H -4.639 4.262 -6.362 0.4 0.1 0.1
H -4.979 -2.209 -1.695 1.1 1.3 -0.8
H -3.217 -1.314 2.375 -0.1 -0.3 0.6
C 1.260 4.052 -6.278 -0.8 -0.4 2.4
H 1.320 5.982 -4.421 -0.8 1.6 -0.7
C 1.117 -3.610 9.850 -1.0 2.4 0.1
H 1.204 -6.004 10.261 0.8 0.6 1.0
C 1.949 5.155 0.117 -0.4 -0.4 -0.4
H 2.472 -6.840 5.792 -1.3 -0.5 0.1
H -0.080 -2.668 -7.869 0.2 0.3 0.2
C -2.228 -3.566 4.628 0.2 1.0 -2.0
O -1.513 5.358 2.821 0.0 -0.5 -0.3
H 4.784 -4.534 8.669 -0.4 0.3 0.4
H 7.481 -1.914 0.550 0.5 -0.1 0.0
H -1.344 -4.143 4.687 1.1 -0.7 0.9
N -6.249 3.214 2.749 -1.5 0.9 0.7
H 2.250 -2.307 -7.412 0.1 -0.1 -0.3
H 1.879 -5.336 3.604 -0.1 0.1 0.0
C -0.695 -5.626 2.221 0.7 -0.1 0.5
H 1.712 -5.127 0.894 0.3 -1.0 1.3
H 1.903 -5.174 11.820 -0.4 -0.8 -0.2
O 3.797 -1.826 -4.684 -0.2 -0.3 -0.6
O -0.447 0.119 5.424 -0.5 0.2 0.6
H -1.148 -5.383 -1.140 -0.5 0.7 -0.3
H 1.161 -3.366 7.086 0.7 -1.2 -0.1
H -0.217 5.443 0.131 0.8 -1.1 -1.0
C 4.123 -3.984 -5.093 1.3 -1.1 1.1
O -1.839 -2.004 -5.672 0.5 0.8 -0.8
C 1.808 5.073 -4.238 0.9 -1.3 2.2
C -0.967 7.122 4.326 0.2 0.3 1.7
H 1.543 5.419 2.325 0.1 0.2 -0.6
H -3.394 1.759 1.936 0.4 -0.2 -0.4
H 5.125 -2.610 -6.222 -0.3 0.1 -0.4
H -1.666 5.121 4.825 -0.7 0.1 0.8
H 3.601 -5.256 3.256 -0.3 0.5 -0.2
C -3.759 5.018 -0.543 -0.2 -0.1 0.1
H -2.606 -4.268 -1.435 0.9 -0.4 -0.1
H 2.125 -3.127 2.594 -0.6 0.1 -1.6
O 5.251 -5.437 6.839 0.1 0.2 0.8
H -4.469 5.681 -0.008 0.2 -0.1 -0.7
H -1.237 3.122 -6.906 -0.8 0.5 0.3
H 2.052 1.983 3.184 -0.3 -0.7 0.0
C 5.646 -4.865 8.123 0.4 -0.2 -1.9
O 0.321 11.287 2.495 -0.7 -1.3 -0.3
C -3.506 0.004 -3.563 1.0 -0.7 -0.3
C 5.880 -0.652 -0.102 0.8 0.2 0.6
H 1.824 -5.003 -8.364 0.4 0.3 -0.9
H 1.999 0.216 -0.896 -0.2 -1.3 -0.7
H -0.516 7.332 2.459 -0.1 -0.2 -1.1
H 3.684 -0.683 -3.006 -0.7 0.0 0.7
H -2.039 3.555 3.592 0.1 -0.4 -0.7
C 4.419 -5.184 -7.715 0.2 1.8 -0.9
C 0.808 2.807 -6.988 1.2 -1.4 -0.1
H -0.859 -0.683 -7.011 -0.6 1.2 -0.4
H -0.390 0.050 7.515 -0.3 0.1 -0.4
H 2.698 2.187 -6.857 1.3 0.2 -0.1
H 2.482 -3.699 0.127 -0.7 -0.7 0.3
H 2.290 -2.033 8.812 -0.7 0.0 0.1
H 5.151 -2.952 -3.488 -0.3 0.2 -0.5
H 1.688 3.602 3.869 0.4 -0.5 -0.5
H 0.118 2.020 -0.211 0.5 0.2 0.2
C -0.743 1.449 -0.517 0.0 -0.6 0.1
C -0.638 -1.407 -6.271 -1.8 0.3 2.7
H -4.207 1.763 3.486 0.0 0.2 0.1
H 0.823 3.105 -8.051 0.0 -0.2 0.0
H -4.391 4.051 2.398 -0.1 0.4 0.0
H -3.801 -0.781 -2.864 -0.2 0.1 -0.2
C 2.134 4.834 1.593 -1.0 -0.2 0.4
H 3.816 -5.739 -7.009 -0.4 -0.1 0.4
H -6.372 -3.853 -2.331 -0.6 1.0 -0.7
H 6.375 -4.062 7.958 -0.6 0.1 -0.4
H -5.957 4.087 0.305 0.3 -0.1 -0.1
C -5.998 -2.022 -1.445 -0.5 1.2 0.5
H 6.145 -1.963 1.757 0.2 0.1 -1.7
H -3.227 -1.512 -7.173 0.0 -0.1 0.4
H -1.472 1.312 1.488 0.1 0.1 -0.1
H -3.385 4.348 -5.060 0.0 -0.2 -0.3
H 4.974 -1.003 3.826 -0.8 0.0 0.2
N 3.010 4.488 -0.669 0.2 -0.6 0.8
C -6.528 -0.562 -1.347 0.2 -0.4 1.1
H -1.238 -5.968 3.096 -0.8 0.2 0.2
H 1.741 9.796 2.684 -0.2 -0.1 -0.2
C 4.350 -0.401 -0.117 0.5 -2.6 0.0
C -0.066 1.377 -2.715 0.8 -0.9 -0.6
N 5.198 -3.578 -5.974 -1.0 0.3 0.2
C 0.780 -3.730 -1.919 -0.2 -1.0 1.8
H 0.844 -4.456 -6.548 -0.5 0.8 0.6
H 6.207 -3.909 -7.683 0.2 0.0 -0.7
H 0.373 3.699 -0.059 -0.2 0.8 0.1
H -1.127 -2.314 -3.427 0.0 -0.6 -1.1
```
Positions in Å, forces in eV/Å.

Atomic partial charges in e from the Mulliken method, atoms 1 to 8: 0.342, -0.142, 0.883, 0.311, -1.052, 0.288, -0.057, 0.292